1.
This record from the Open Molecules 2025 dataset describes a 6-piece molecular cluster, C16H48ClN5O8 overall at a distorted geometry. The level of theory is ωB97M-V/def2-TZVPD.

Last column: Löwdin spin population.
Element x y z (Å)
1 N -1.214 -3.590 0.588  0.00
2 H -2.219 -3.627 0.493  0.00
3 H -0.907 -2.659 0.832  0.00
4 H -0.763 -3.911 -0.257  0.00
5 H -1.011 -4.343 1.229  0.00
6 Cl -0.246 -0.015 -0.135  0.00
7 O -0.184 1.223 0.591  0.00
8 O 0.387 -1.109 0.583  0.00
9 O -1.656 -0.270 -0.408  0.00
10 O 0.451 0.133 -1.416  0.00
11 C -4.210 3.156 -1.542  0.01
12 C -2.808 3.318 -1.990  0.10
13 C -1.927 4.151 -1.096  0.07
14 O -2.423 5.485 -0.809  0.09
15 C -2.613 6.363 -1.962  0.01
16 N -2.221 2.036 -2.399  0.60
17 H -4.927 3.977 -1.529  0.00
18 H -4.178 2.977 -0.467  0.00
19 H -4.800 2.460 -2.138  0.00
20 H -2.910 3.845 -2.939  0.03
21 H -0.899 4.150 -1.460  0.00
22 H -1.903 3.559 -0.181  0.00
23 H -2.834 5.798 -2.868  0.00
24 H -1.757 7.015 -2.134  0.00
25 H -3.439 7.016 -1.680  0.00
26 H -2.384 1.378 -1.650  0.02
27 H -1.264 1.944 -2.709  0.02
28 C -1.041 -0.070 7.590  0.00
29 C 0.410 -0.576 7.743  0.00
30 C 1.223 -0.903 6.412  0.00
31 O 0.410 -1.391 5.364  0.00
32 C 1.162 -1.646 4.192  0.00
33 N 1.065 0.338 8.640  0.00
34 H -1.582 0.041 8.529  0.00
35 H -1.662 -0.795 7.064  0.00
36 H -1.005 0.705 6.824  0.00
37 H 0.150 -1.503 8.254  0.00
38 H 2.046 -1.611 6.508  0.00
39 H 1.841 -0.049 6.136  0.00
40 H 0.521 -1.996 3.383  0.00
41 H 1.989 -2.331 4.382  0.00
42 H 1.607 -0.681 3.947  0.00
43 H 0.925 1.326 8.484  0.00
44 H 0.618 0.216 9.538  0.00
45 C -0.926 -2.796 -3.207  0.00
46 C -1.339 -4.066 -2.530  0.00
47 C -1.538 -5.111 -3.647  0.00
48 O -2.017 -6.266 -2.977  0.00
49 C -2.277 -7.352 -3.933  0.00
50 N -0.266 -4.602 -1.725  0.00
51 H 0.057 -2.857 -3.673  0.00
52 H -0.801 -1.986 -2.488  0.00
53 H -1.523 -2.481 -4.063  0.00
54 H -2.155 -4.026 -1.809  0.00
55 H -0.612 -5.247 -4.206  0.00
56 H -2.264 -4.781 -4.390  0.00
57 H -3.039 -6.936 -4.593  0.00
58 H -2.776 -8.157 -3.394  0.00
59 H -1.372 -7.559 -4.504  0.00
60 H -0.377 -5.594 -1.884  0.00
61 H 0.608 -4.267 -2.105  0.00
62 C 3.701 1.594 -0.308  0.00
63 C 3.291 2.847 -1.031  0.00
64 C 4.079 2.947 -2.378  0.00
65 O 5.502 2.802 -2.262  0.00
66 C 6.067 3.198 -3.519  0.00
67 N 1.869 2.854 -1.142  0.02
68 H 3.358 0.691 -0.813  0.00
69 H 3.535 1.675 0.766  0.00
70 H 4.783 1.489 -0.396  0.00
71 H 3.483 3.725 -0.414  0.00
72 H 3.913 3.886 -2.905  0.00
73 H 3.590 2.139 -2.923  0.00
74 H 7.101 2.862 -3.588  0.00
75 H 5.943 4.281 -3.521  0.00
76 H 5.517 2.690 -4.311  0.00
77 H 1.535 2.910 -0.190  0.00
78 H 1.530 1.961 -1.469  0.00

Forces on atoms 1 to 6 (eV/Å):
-1.43 -0.45 1.41
-0.38 0.36 -0.27
0.55 0.65 0.49
1.03 -0.58 -2.18
0.48 0.26 0.88
0.87 1.10 -1.14

HOMO level (alpha / beta) in eV: -10.41 / -10.41
Spin multiplicity: 2
<S²>: 0.756
Frontier orbital gap (alpha / beta) in eV: 8.13 / 2.97
Total charge: +1

2.
This record from the Open Molecules 2025 dataset describes an isolated ion of composition C10H20O2P and charge -1 at a distorted geometry. The level of theory is ωB97M-V/def2-TZVPD.

Last column: natural (NBO) charge in e.
Element x y z (Å)
1 C -2.784 -0.917 -1.959  -0.60
2 C -1.946 -1.654 -0.908  -0.42
3 C -1.771 -0.842 0.343  -0.08
4 C -3.012 -0.728 1.191  -0.62
5 C -0.631 -0.221 0.695  -0.15
6 C 0.692 -0.356 0.139  -0.84
7 P 1.082 -1.952 -0.347  1.98
8 O 0.441 -3.081 0.358  -1.16
9 O 2.714 -2.215 -0.323  -1.02
10 C 1.540 0.890 0.019  -0.03
11 C 0.763 1.953 -0.776  -0.60
12 C 2.856 0.624 -0.709  -0.60
13 C 1.869 1.463 1.411  -0.60
14 H -3.772 -0.672 -1.577  0.19
15 H -2.288 0.010 -2.238  0.20
16 H -2.908 -1.529 -2.853  0.19
17 H -2.417 -2.617 -0.681  0.19
18 H -0.971 -1.863 -1.340  0.21
19 H -3.298 -1.710 1.582  0.19
20 H -3.864 -0.348 0.621  0.18
21 H -2.848 -0.064 2.039  0.20
22 H -0.721 0.483 1.528  0.16
23 H 0.952 -2.184 -1.732  -0.21
24 H 2.775 -2.804 0.431  0.49
25 H -0.220 2.112 -0.336  0.21
26 H 1.295 2.907 -0.797  0.18
27 H 0.614 1.610 -1.797  0.20
28 H 3.524 0.035 -0.087  0.22
29 H 2.671 0.071 -1.627  0.20
30 H 3.353 1.566 -0.956  0.18
31 H 0.961 1.785 1.917  0.20
32 H 2.541 2.320 1.334  0.18
33 H 2.344 0.697 2.022  0.21

Forces on atoms 1 to 6 (eV/Å):
0.11 -0.10 0.16
0.11 0.17 -0.03
-0.45 0.27 0.17
0.18 0.00 -0.12
-0.22 0.02 0.05
0.15 -0.89 -0.22

ΔE to the lowest compared entry with this formula, charge and spin in kcal/mol: 0.00
HOMO level in eV: -2.29
Frontier orbital gap in eV: 5.79
SMILES: CC/C(C)=C\C(=[P@H]([O-])O)C(C)(C)C
Total charge: -1